Below is a molecular structure, C31H87F6NO19S2V at a distorted geometry, with properties calculated with wB97M-V/def2-TZVPD.

Positions of all 147 atoms, in Å:
V -2.48188 0.32600 1.52828
C -2.30310 -2.82672 2.60528
O -2.95393 -1.63066 2.30890
H -1.54643 -2.68704 3.39748
H -2.98793 -3.62359 2.92116
H -1.71371 -3.19033 1.74524
C 0.69806 2.83704 1.61971
F 1.44868 1.78221 1.80777
F 0.15610 3.24368 2.74584
F 1.47051 3.81768 1.17196
S -0.63607 2.55486 0.30627
O -1.83200 3.11845 0.87516
O -0.19746 3.15307 -0.91339
N -0.84980 0.83583 0.32109
S 0.04236 0.39116 -0.89697
O -0.62935 0.51901 -2.16340
O 1.43040 0.75322 -0.86956
C 0.03875 -1.47907 -0.57608
F -1.21540 -1.95046 -0.59836
F 0.67677 -2.10568 -1.57574
F 0.62160 -1.80174 0.57107
C 1.04278 -5.28337 1.33988
C 2.13604 -5.24485 0.28021
O 3.42742 -5.09660 0.85400
H 0.02131 -5.29759 0.95571
H 1.08230 -4.38162 1.95912
H 1.14157 -6.09999 2.06062
H 1.95108 -4.35450 -0.32339
H 2.09394 -6.07098 -0.43245
H 3.64566 -5.91956 1.30457
C 4.21090 -0.51684 -3.54355
C 2.92333 -0.79590 -4.29199
O 3.26662 -1.27410 -5.59444
H 4.81245 0.24917 -4.03032
H 4.84353 -1.40162 -3.45313
H 3.94324 -0.22417 -2.52737
H 2.30527 0.10497 -4.36222
H 2.30471 -1.54247 -3.78823
H 2.45398 -1.47523 -6.06980
C -4.17565 5.07747 1.94986
C -4.51188 5.05737 0.48269
O -4.92031 3.75004 0.03222
H -5.03795 4.90569 2.59275
H -3.69602 6.02683 2.19013
H -3.40474 4.34064 2.19069
H -3.67788 5.35374 -0.15639
H -5.35350 5.73441 0.30652
H -5.44451 3.78381 -0.76915
C -4.45004 -3.65548 -2.22705
C -3.91352 -3.83104 -0.81430
O -4.51454 -2.83758 0.00134
H -5.52454 -3.81456 -2.29469
H -4.00198 -4.38472 -2.90461
H -4.15958 -2.64949 -2.53759
H -2.81994 -3.85830 -0.83314
H -4.17950 -4.83484 -0.45636
H -4.02318 -2.74993 0.84592
C 3.72555 -1.83013 -0.18834
C 5.22468 -2.10770 -0.13968
O 5.48029 -3.49955 -0.21790
H 3.34684 -2.31387 -1.09498
H 3.47514 -0.77503 -0.29257
H 3.20764 -2.22531 0.68606
H 5.60141 -1.69540 0.80633
H 5.76632 -1.59438 -0.93309
H 4.76764 -3.92763 0.29025
C -1.21961 -1.87687 -4.27276
C -2.06867 -1.05410 -5.18472
O -1.29749 -0.69166 -6.33963
H -1.71294 -2.08284 -3.32094
H -0.25889 -1.39771 -4.07961
H -0.98479 -2.86015 -4.68842
H -2.54008 -0.19169 -4.70172
H -2.89038 -1.67687 -5.57193
H -1.83183 -0.09295 -6.86916
C -3.34255 3.85073 -4.30712
C -2.56976 3.61637 -3.02497
O -1.66665 4.67414 -2.79121
H -2.69679 3.86235 -5.18339
H -3.86183 4.81069 -4.25912
H -4.09406 3.06319 -4.40471
H -2.02030 2.67158 -3.12170
H -3.26772 3.50925 -2.18144
H -0.86407 4.35276 -2.36971
C 3.89289 0.42662 3.96034
C 3.07672 1.13848 5.02750
O 2.33969 0.12972 5.71424
H 4.54948 -0.31168 4.42360
H 4.60276 1.06958 3.43400
H 3.21393 -0.03609 3.24581
H 2.38111 1.85179 4.56918
H 3.73724 1.69710 5.69918
H 1.94799 0.52693 6.49916
C 2.96584 -4.13808 -3.70774
C 3.33861 -5.48623 -3.13724
O 2.24653 -6.39822 -3.27851
H 3.84502 -3.51242 -3.55021
H 2.11105 -3.73639 -3.16086
H 2.72163 -4.17019 -4.76617
H 3.72421 -5.47775 -2.11105
H 4.18403 -5.91150 -3.70038
H 2.52628 -7.29007 -3.06108
C -6.50135 1.05472 2.29608
C -5.10582 1.35729 2.81205
O -4.25496 1.72083 1.70069
H -6.95586 1.92999 1.83115
H -7.13154 0.75867 3.14205
H -6.53677 0.22621 1.58897
H -4.64355 0.50805 3.31625
H -5.16703 2.22390 3.47987
H -4.65758 2.45971 1.18699
C 3.29977 4.64342 4.06243
C 4.23059 4.54021 2.86749
O 5.49716 5.10608 3.18165
H 3.16216 5.64749 4.46285
H 3.62786 4.04405 4.91709
H 2.31325 4.24716 3.79975
H 3.79427 5.02657 1.99505
H 4.27923 3.48942 2.55407
H 5.91434 4.51446 3.81577
C 4.58991 1.71020 0.11923
C 5.82037 2.60798 0.11088
O 6.97277 1.86802 -0.26178
H 4.45537 1.23041 -0.85056
H 3.66119 2.25667 0.30173
H 4.65362 0.96551 0.91224
H 5.91467 2.96673 1.14280
H 5.74457 3.52141 -0.48194
H 7.26417 2.14941 -1.13021
C -5.25020 0.59610 -1.66925
C -3.76186 0.33475 -1.54140
O -3.42249 -0.31643 -0.30961
H -5.77611 -0.30167 -1.32698
H -5.52049 0.76465 -2.71019
H -5.57772 1.39695 -1.00613
H -3.18393 1.24832 -1.67701
H -3.42017 -0.33572 -2.33808
H -3.85208 -1.19563 -0.36447
C -1.31945 -0.13584 5.32969
C -0.67033 0.48993 4.09323
O -1.72170 1.15402 3.35299
H -1.82834 0.61682 5.93831
H -0.61531 -0.71827 5.92308
H -2.10773 -0.82452 5.01385
H -0.24617 -0.30150 3.47699
H 0.14595 1.13577 4.41814
H -1.95779 1.90326 3.91289

E_HOMO (spin up / spin down) in eV: -7.941 / -8.891
Kohn-Sham gap (spin up / spin down) in eV: 7.83 / 8.78
Multiplicity: 4

---

Below is 10 unconnected molecules or ions with the total composition C31H89N13O10 at a distorted geometry, with properties calculated with wB97M-V/def2-TZVPD.

Positions of all 143 atoms, in Å:
C -19.52922 10.57074 -4.19102
O -18.23928 10.71755 -4.77891
C -17.25533 10.07423 -3.99976
C -15.95323 10.02549 -4.76269
C -16.07115 9.16670 -6.02142
N -14.91641 9.55815 -3.84999
H -19.88647 9.55051 -4.35865
H -20.18722 11.28164 -4.68158
H -19.44924 10.75532 -3.11682
H -17.12601 10.60726 -3.04851
H -17.53855 9.03415 -3.76823
H -15.63498 11.00748 -5.12718
H -16.17378 8.11579 -5.72494
H -15.16084 9.22283 -6.61794
H -16.91592 9.42952 -6.65775
H -15.19026 8.64717 -3.48806
H -13.98922 9.40562 -4.24379
C -19.21996 21.16167 -2.55037
O -19.35423 20.28565 -3.64594
C -18.17500 19.99908 -4.36884
C -17.43654 18.75554 -3.86729
C -16.51270 19.09224 -2.69745
N -16.54059 18.31972 -4.93733
H -19.52644 20.65595 -1.62585
H -19.91072 22.00380 -2.65142
H -18.19603 21.51562 -2.42414
H -18.49952 19.79376 -5.39085
H -17.46281 20.82802 -4.32149
H -18.12090 17.95863 -3.54843
H -15.79456 19.86463 -2.97184
H -15.97315 18.19698 -2.38414
H -17.08928 19.44130 -1.83416
H -15.96990 17.54156 -4.60578
H -16.96959 17.93868 -5.77663
C -17.46962 14.26056 -2.92847
O -16.70335 14.48345 -1.77191
C -17.23742 15.54558 -0.99634
C -16.42558 15.71244 0.27940
C -15.05808 16.33403 0.00034
N -16.18742 14.44852 0.98993
H -17.40929 15.14506 -3.57836
H -18.50786 13.98788 -2.71636
H -17.02716 13.45555 -3.52416
H -17.18437 16.45599 -1.61010
H -18.29023 15.35732 -0.75234
H -16.97868 16.35808 0.96841
H -14.53445 15.62337 -0.64785
H -14.47229 16.49745 0.89908
H -15.18500 17.26531 -0.55262
H -16.91916 13.75650 0.84097
H -15.39180 13.96460 0.56629
C -13.98800 20.50783 -0.36892
O -12.72979 21.10799 -0.19007
C -12.49691 22.24427 -1.01429
C -13.20316 23.45847 -0.49857
C -13.24213 24.56818 -1.51784
N -12.46525 23.97220 0.70612
H -14.43712 20.74584 -1.34543
H -14.68952 20.84052 0.39829
H -13.86803 19.42462 -0.44442
H -11.41097 22.35212 -0.97436
H -12.74564 22.01192 -2.05738
H -14.20805 23.18500 -0.15880
H -13.48410 25.52527 -1.04198
H -13.95902 24.44262 -2.32869
H -12.25285 24.75892 -1.94320
H -12.71090 23.35354 1.47599
H -12.92138 24.84879 0.94776
C -16.03341 19.48645 -10.52880
O -14.98185 19.23379 -9.61326
C -15.17907 19.91916 -8.39935
C -13.84778 20.04292 -7.65830
C -13.13090 18.70394 -7.53179
N -13.97609 20.65074 -6.34428
H -16.98541 19.12367 -10.12703
H -15.80802 19.01486 -11.48114
H -16.11178 20.56754 -10.69739
H -15.55050 20.94856 -8.53007
H -15.95200 19.40875 -7.80232
H -13.23160 20.65663 -8.32522
H -12.28020 18.75259 -6.85643
H -12.79545 18.36259 -8.51175
H -13.82418 17.93042 -7.17729
H -14.58953 20.07411 -5.77448
H -14.29670 21.60838 -6.35566
C -10.77875 9.18360 -4.58199
O -11.97017 9.08278 -5.34232
C -11.98882 9.97371 -6.44037
C -11.67373 9.30902 -7.77473
C -12.82070 8.40020 -8.25742
N -10.45776 8.50543 -7.63546
H -9.89425 8.87041 -5.13710
H -10.87324 8.60920 -3.66133
H -10.60973 10.22129 -4.26720
H -12.98388 10.43126 -6.48686
H -11.30983 10.82363 -6.30380
H -11.51962 10.05114 -8.55981
H -12.60669 8.04970 -9.27324
H -13.81138 8.85774 -8.25437
H -12.83670 7.46260 -7.69461
H -10.22288 7.98273 -8.46351
H -10.57571 7.90776 -6.83074
C -13.77224 13.37733 -5.16010
O -12.61558 13.62820 -4.38516
C -12.64600 14.71306 -3.45262
C -13.23656 16.03143 -3.95454
C -12.79719 17.16006 -3.04516
N -14.73382 15.93575 -3.90379
H -13.56598 12.41086 -5.62140
H -14.00754 14.17219 -5.86884
H -14.67185 13.22672 -4.54958
H -13.13551 14.40245 -2.52422
H -11.58303 14.87980 -3.24813
H -12.96652 16.21149 -4.99601
H -11.70957 17.28795 -3.08030
H -13.01012 16.94938 -1.99348
H -13.29503 18.08724 -3.32120
H -15.04616 15.74407 -4.85056
H -15.04545 15.16133 -3.32936
N -13.45009 10.66857 -1.22957
C -14.14607 11.81903 -0.93626
N -15.08499 12.07826 -1.89094
O -13.94751 12.48751 0.06943
H -12.77549 10.35394 -0.55922
H -13.61630 10.20636 -2.10745
H -15.74226 12.83732 -1.80377
H -15.05106 11.56427 -2.75765
N -16.55911 13.07342 -7.45843
C -17.12128 14.08630 -6.73203
N -18.43719 13.93908 -6.40374
O -16.45697 15.01360 -6.29233
H -17.08288 12.33081 -7.88157
H -15.58661 13.18605 -7.67527
H -18.81549 14.57036 -5.72092
H -19.04556 13.18499 -6.66352
N -10.63642 13.33957 -6.95083
C -9.54599 13.12181 -6.14010
N -9.82046 13.21900 -4.80059
O -8.44828 12.83334 -6.57894
H -10.55255 13.42965 -7.94357
H -11.51936 13.55633 -6.51582
H -9.03851 13.23069 -4.17518
H -10.77592 13.36887 -4.51346

E_HOMO in eV: -8.845
Energy above the lowest of the compared OMol25 structures with the same formula, charge and spin in kcal per mole: 0.0
Structure (SMILES): COC[C@H](C)N.COC[C@H](C)N.COC[C@H](C)N.COC[C@H](C)N.COC[C@H](C)N.COC[C@H](C)N.COC[C@H](C)N.NC(N)=O.NC(N)=O.NC(N)=O
Kohn-Sham gap in eV: 8.87

---

Below is 11 unconnected molecules or ions with the total composition C31H90N6O11 at a distorted geometry, with properties calculated with wB97M-V/def2-TZVPD.

Positions of all 138 atoms, in Å:
C -0.15165 1.27289 -3.00293
O -0.29794 0.50462 -4.16606
C -1.54779 0.60636 -4.82367
C -2.56792 -0.48038 -4.30301
C -2.24846 -1.81418 -4.91273
N -3.93534 -0.13151 -4.71582
H -0.53101 2.30121 -3.19766
H 0.86724 1.33185 -2.62358
H -0.75986 0.83870 -2.19736
H -1.98342 1.62596 -4.61916
H -1.44240 0.49011 -5.87668
H -2.38224 -0.55254 -3.22113
H -2.59877 -1.83129 -5.95756
H -2.68920 -2.65995 -4.39699
H -1.14674 -2.04780 -4.88767
H -4.58415 -0.88463 -4.74008
H -4.23036 0.70468 -4.25782
C 0.42222 -4.62366 2.11402
O 1.73178 -5.05380 2.25457
C 2.54138 -4.39951 3.21597
C 3.02282 -3.02648 2.74608
C 3.89285 -3.02839 1.53062
N 3.75639 -2.32725 3.84197
H 0.39330 -3.59129 1.75547
H -0.27616 -4.71314 2.99542
H 0.02530 -5.22368 1.30020
H 2.00316 -4.36316 4.13909
H 3.41902 -5.05397 3.30923
H 2.12147 -2.42684 2.59057
H 4.43006 -2.09276 1.29547
H 3.32586 -3.31528 0.64535
H 4.64215 -3.79190 1.75978
H 4.68921 -2.71781 3.90827
H 3.31931 -2.52879 4.74907
C 0.56626 -5.82685 -1.96226
O -0.13594 -4.93544 -2.78270
C 0.34609 -3.59850 -2.65888
C 1.51017 -3.33900 -3.66005
C 2.13379 -1.99403 -3.40457
N 1.15330 -3.45586 -5.11575
H 0.54770 -5.49040 -0.87429
H 1.62580 -5.84649 -2.21490
H 0.16150 -6.84610 -2.01789
H -0.47790 -2.92994 -2.86876
H 0.62199 -3.37685 -1.63325
H 2.20425 -4.15610 -3.46520
H 3.01569 -1.88242 -4.03268
H 2.31879 -1.76972 -2.37013
H 1.42957 -1.25307 -3.75045
H 0.71292 -4.34054 -5.25217
H 0.40980 -2.82015 -5.20885
C -4.18439 4.02045 -3.88909
O -3.87531 3.10294 -2.82209
C -4.98845 2.52979 -2.22715
C -4.60737 1.47698 -1.21447
C -5.84530 1.06968 -0.48747
N -3.57852 1.90750 -0.24915
H -3.24708 4.30127 -4.40394
H -4.59150 4.95099 -3.41348
H -4.88186 3.61396 -4.59643
H -5.62196 3.28527 -1.71236
H -5.64373 2.07977 -2.98852
H -4.18549 0.62408 -1.73612
H -6.68210 0.89065 -1.17660
H -6.25985 1.87625 0.09833
H -5.69331 0.20376 0.10664
H -2.70998 2.10820 -0.75055
H -3.97089 2.70757 0.24979
C -0.75179 5.89964 -1.78361
O -0.79110 5.72826 -0.39416
C -1.10379 4.38834 0.03350
C -0.51718 4.20104 1.41859
C 0.93193 4.51896 1.41042
N -0.64384 2.75167 1.78537
H -0.80044 6.95152 -2.07532
H -1.58156 5.35040 -2.23228
H 0.10309 5.42595 -2.29641
H -2.18795 4.28376 0.04440
H -0.68939 3.60936 -0.61536
H -1.04522 4.84557 2.16485
H 1.41537 4.30618 2.38498
H 1.13976 5.54066 1.09747
H 1.44380 3.89426 0.64524
H -0.02846 2.62668 2.60472
H -1.62221 2.53748 2.05807
C 2.39059 -0.05530 7.72850
O 1.50242 0.53737 6.81411
C 1.00094 -0.34600 5.87769
C 0.30603 0.47185 4.77498
C 0.08499 -0.41626 3.58636
N 1.04412 1.67201 4.34650
H 3.20221 -0.52492 7.19420
H 1.85898 -0.80477 8.36799
H 2.78590 0.72971 8.37861
H 1.76427 -1.00053 5.44607
H 0.20640 -0.99019 6.32596
H -0.68868 0.80029 5.14000
H -0.37119 -1.33710 3.94360
H 1.05232 -0.63615 3.13894
H -0.49120 0.06239 2.81042
H 2.01763 1.42374 4.06222
H 1.12145 2.23314 5.16483
C 3.87685 2.21008 1.93229
C 4.06727 0.76979 2.23264
O 3.73953 0.45261 3.58149
H 2.81818 2.52342 2.10235
H 4.04776 2.44279 0.88880
H 4.56455 2.79513 2.52395
H 5.12040 0.52250 2.02452
H 3.47588 0.12807 1.53454
H 3.96007 -0.48861 3.75236
C 3.82238 2.74625 -2.29067
C 3.89845 1.32143 -1.81315
O 5.23314 0.78892 -1.82415
H 4.12954 2.84551 -3.34362
H 4.42011 3.46543 -1.71343
H 2.76403 3.07384 -2.17561
H 3.22943 0.67513 -2.40944
H 3.44327 1.20850 -0.80454
H 5.79011 1.29095 -1.24173
C -2.52603 -3.50370 -0.46027
O -1.42819 -2.70647 -0.03298
H -3.08239 -3.86386 0.41210
H -3.24697 -2.95254 -1.07009
H -2.19927 -4.37617 -0.99851
H -1.78842 -1.88493 0.30994
C 0.31022 -0.08520 -0.03612
O 0.82881 1.20916 -0.10817
H -0.72427 -0.10908 0.31390
H 0.35388 -0.60730 -1.00768
H 0.84897 -0.76550 0.64034
H 0.33364 1.78461 0.53766
C -3.56763 -0.77121 2.19489
O -3.11482 -0.59810 0.90470
H -4.15938 -1.68863 2.23817
H -2.74604 -0.75882 2.92908
H -4.24529 0.01407 2.47926
H -3.11280 0.32886 0.67994

E_HOMO in eV: -8.801
Energy above the lowest of the compared OMol25 structures with the same formula, charge and spin in kcal per mole: 0.0
Structure (SMILES): COC[C@H](C)N.COC[C@H](C)N.COC[C@H](C)N.COC[C@H](C)N.COC[C@H](C)N.COC[C@H](C)N.CCO.CCO.CO.CO.CO
Kohn-Sham gap in eV: 9.27